No. 1
The following is a quantum chemistry calculation of a structure of composition C26H27MoN4O2S4, from the OMol25 dataset.

The geometry in XYZ format:
```
64
Properties=species:S:1:pos:R:3
Mo -0.483 0.131 -0.443
S 0.327 1.491 -2.191
S -2.280 -1.175 -1.189
S -4.024 3.180 0.047
S -2.887 2.023 -2.421
O -0.698 0.041 1.509
O -3.296 2.629 3.629
N 0.666 -1.697 -1.226
N -2.145 1.769 1.394
N -1.904 1.597 0.038
N 1.706 0.553 0.328
C -0.364 -5.140 -0.057
C -1.597 0.909 3.564
C -1.509 -2.711 -0.748
C 3.954 1.299 -0.437
C -1.741 -4.998 -0.040
C -4.055 3.404 -2.642
C -1.751 0.828 6.342
C 1.782 1.357 1.572
C 2.054 -1.640 -0.707
C 4.237 2.325 -2.588
C -2.494 1.755 4.244
C 2.881 2.201 -2.825
C -2.313 -3.786 -0.391
C 4.776 1.870 -1.392
C -0.857 -0.011 5.676
C 2.126 -0.849 0.585
C -2.558 1.694 5.637
C 2.053 1.612 -1.869
C 0.711 -1.817 -2.713
C -5.007 3.381 -1.472
C -1.490 0.910 2.111
C -0.118 -2.845 -0.749
C -0.792 0.030 4.304
C 2.589 1.167 -0.669
C -2.799 2.197 -0.701
C 0.442 -4.072 -0.420
H -0.122 -0.632 3.771
H -2.372 -5.828 0.246
H -3.260 2.348 6.137
H 1.248 -0.976 -3.142
H -1.814 0.799 7.422
H 0.093 -6.085 0.203
H -3.480 4.328 -2.681
H 2.484 -2.628 -0.559
H 2.437 2.557 -3.745
H -0.299 -1.824 -3.112
H 4.393 0.953 0.490
H -3.388 -3.662 -0.385
H 2.813 1.460 1.912
H -5.560 4.314 -1.381
H -4.565 3.248 -3.591
H 1.210 -2.748 -2.994
H 1.458 -1.277 1.337
H 5.836 1.963 -1.198
H -3.122 2.606 2.669
H 1.207 0.883 2.359
H 1.378 2.350 1.377
H -0.229 -0.694 6.231
H -5.706 2.548 -1.530
H 3.146 -0.886 0.978
H 4.875 2.782 -3.333
H 2.664 -1.140 -1.457
H 1.512 -4.225 -0.447
```

Properties
HOMO level (alpha / beta): -0.3848 / -0.3927 hartree
LUMO (alpha / beta): -3.94 / -3.74 eV
Charge: +1
Spin multiplicity: 3
Frontier orbital gap (alpha / beta): 6.53 / 6.95 eV
ΔE to the lowest compared entry with this formula, charge and spin: 1.77 kcal/mol

---

No. 2
The following is a quantum chemistry calculation of a cluster of 2 separate species, C5H12N2O in total in a non-equilibrium geometry, from the OMol25 dataset.

The geometry in XYZ format:
```
20
Properties=species:S:1:pos:R:3
O 1.152 -1.633 -0.535
N -1.521 -0.420 -1.530
N -1.057 -0.040 -0.246
C 1.766 0.597 0.241
C -1.448 -0.870 0.884
C 3.030 0.663 0.592
C -1.083 1.627 0.133
C 0.984 -0.242 -0.565
H -2.522 -0.594 -1.523
H -2.373 -0.496 1.321
H 3.814 0.066 0.125
H -0.799 2.191 -0.746
H 1.761 -1.848 0.182
H 3.390 1.370 1.330
H -0.659 -0.820 1.642
H 0.881 0.112 -1.588
H -1.102 -1.334 -1.721
H -2.137 1.712 0.394
H -0.486 1.874 1.008
H -1.591 -1.914 0.602
```

Properties
HOMO level: -0.2538 hartree
LUMO: 0.74 eV
Frontier orbital gap: 7.65 eV
ΔE to the lowest compared entry with this formula, charge and spin: 158.82 kcal/mol
Structure (SMILES): C=C=CO.CN(C)N

---

No. 3
The following is a quantum chemistry calculation of a structure of composition C23H19ClN6O4PbS2Se in a non-equilibrium geometry, from the OMol25 dataset.

The geometry in XYZ format:
```
57
Properties=species:S:1:pos:R:3
Pb -12.733 11.512 -5.517
Se -15.861 10.753 -9.449
Cl -8.443 14.880 -3.721
S -13.276 11.168 -2.940
S -15.818 11.633 -6.405
O -15.314 12.788 -5.697
O -17.194 11.247 -6.209
O -15.633 12.076 -7.964
O -14.831 10.535 -6.261
N -10.820 9.868 -3.232
N -11.193 9.952 -7.251
N -11.644 13.925 -5.790
N -11.625 10.076 -1.176
N -15.088 14.731 -11.727
N -10.884 10.056 -4.507
C -10.288 9.768 -9.445
C -7.718 8.526 -5.083
C -16.128 14.579 -10.939
C -10.888 16.000 -4.131
C -9.952 9.860 -6.734
C -6.339 8.651 -3.101
C -14.483 12.433 -11.359
C -12.519 14.937 -5.613
C -12.121 16.041 -4.811
C -14.240 13.693 -11.873
C -11.344 9.834 -8.551
C -7.117 9.766 -2.668
C -10.429 13.876 -5.234
C -10.034 14.908 -4.347
C -8.552 9.588 -4.607
C -8.203 10.222 -3.387
C -6.656 8.031 -4.359
C -8.802 9.852 -7.558
C -9.833 9.830 -5.264
C -15.637 12.205 -10.570
C -9.024 9.762 -8.914
C -16.440 13.376 -10.324
C -11.883 10.239 -2.516
H -12.235 10.462 -0.512
H -8.764 11.037 -3.000
H -13.390 13.842 -12.519
H -10.445 9.420 -10.507
H -10.697 9.758 -0.916
H -12.303 9.954 -8.954
H -6.853 10.252 -1.742
H -10.658 16.710 -3.319
H -13.765 11.594 -11.551
H -8.144 9.684 -9.615
H -17.278 13.279 -9.657
H -7.924 8.131 -6.069
H -9.848 12.938 -5.302
H -5.490 8.248 -2.569
H -13.492 14.853 -6.099
H -12.716 16.909 -4.717
H -5.978 7.262 -4.814
H -16.733 15.503 -10.798
H -7.735 9.918 -7.221
```

Properties
HOMO level: -0.2883 hartree
LUMO: -0.85 eV
Frontier orbital gap: 6.99 eV
ΔE to the lowest compared entry with this formula, charge and spin: 14.91 kcal/mol

---

No. 4
The following is a quantum chemistry calculation of the ion C3H5N2OS with charge +1 in a non-equilibrium geometry, from the OMol25 dataset.

The geometry in XYZ format:
```
12
Properties=species:S:1:pos:R:3
S -0.107 -2.876 -1.552
O 2.620 -0.046 -0.150
N 1.448 -0.178 0.072
N -1.138 -0.767 -0.068
C -0.749 0.693 -0.146
C -0.557 -1.689 -0.721
C 0.582 0.882 0.523
H -1.448 1.444 0.404
H 0.608 0.600 1.565
H -1.501 -1.019 0.812
H 0.998 1.947 0.555
H -0.756 1.009 -1.294
```

Properties
HOMO level: -0.4902 hartree
LUMO: -5.93 eV
Charge: +1
Frontier orbital gap: 7.41 eV
ΔE to the lowest compared entry with this formula, charge and spin: 86.48 kcal/mol

---

No. 5
The following is a quantum chemistry calculation of a structure of composition C5H6O2 in a non-equilibrium geometry, from the OMol25 dataset.

The geometry in XYZ format:
```
13
Properties=species:S:1:pos:R:3
O 0.732 1.023 1.087
O -1.487 -0.337 0.498
C 0.114 1.408 -0.110
C -0.397 -1.205 0.784
C 0.421 0.019 -0.843
C 0.831 -0.358 0.581
C -0.968 0.486 -0.506
H -1.659 0.780 -1.282
H -0.164 -1.582 -0.411
H -0.615 -1.687 1.767
H 1.010 -0.038 -1.741
H 0.390 2.324 -0.614
H 1.792 -0.832 0.790
```

Properties
HOMO level: -0.3145 hartree
LUMO: 1.00 eV
Frontier orbital gap: 9.56 eV
ΔE to the lowest compared entry with this formula, charge and spin: 113.04 kcal/mol

---

- Look up the ΔE to the lowest compared entry with this formula, charge and spin of the fifth one.
  113.04 kcal/mol

---

- Which of these has the highest ΔE to the lowest compared entry with this formula, charge and spin?
  C5H12N2O

---

- Among the records above, which one has the highest ΔE to the lowest compared entry with this formula, charge and spin?
  C5H12N2O